DFT (ωB97M-V/def2-TZVPD) results for 16 unconnected molecules or ions with the total composition H32O16.

Computed properties:
E_HOMO   -0.3225 Eh
Strongest force on any atom   0.0538 Eh/bohr
Spin multiplicity   1
Energy relative to the best compared isomer or geometry (same formula, charge and spin)   142.7 kcal/mol
Charge   0
E_tot   -1222.9714 Eh

Geometry (Å):
O 0.01 -0.02 0.42
H 2.07 -2.29 -0.87
H 1.26 0.70 -2.33
O -0.98 -2.82 1.28
O -2.25 2.60 0.53
H 3.48 1.19 -0.05
H -0.06 -3.19 -2.08
O -3.09 -0.93 -0.80
O -2.62 0.08 1.86
H -0.94 -0.36 2.82
H 1.75 -0.18 -3.42
H 0.07 2.95 -0.87
H -2.43 0.92 1.52
H 2.73 0.26 2.20
O -0.43 -0.55 3.56
H -0.17 0.51 -0.34
O 2.95 1.42 0.68
H -2.81 -0.49 -0.04
O 2.34 -2.55 2.00
H -0.42 -1.78 -1.90
H 2.28 -1.06 2.77
H 2.90 2.36 0.63
H -1.99 1.38 -2.46
O -1.03 -0.46 -3.03
H -2.28 -0.92 -1.30
O 0.09 2.14 -1.37
H -3.38 1.13 -2.84
H -0.33 -0.38 -3.68
H 0.92 -0.23 0.27
H 0.19 2.42 -2.29
H 0.48 -0.39 3.34
H -1.84 2.96 -0.28
H -1.55 -1.18 -3.39
H 0.88 1.78 1.61
H -3.16 0.34 2.62
H -0.46 2.38 2.07
O 0.47 2.43 2.20
O 2.15 -1.45 -0.37
H 3.19 -2.94 2.14
H 2.20 -0.84 -1.06
H -0.53 -2.00 1.06
H -2.25 3.32 1.17
O -2.85 1.89 -2.52
O 2.21 -0.12 2.90
H -0.74 -3.41 0.62
H 2.52 -2.21 1.11
O 2.01 0.16 -2.56
O -0.53 -2.61 -1.50

=====

DFT (ωB97M-V/def2-TZVPD) results for 16 unconnected molecules or ions with the total composition H32O16.

Computed properties:
E_HOMO   -0.3834 Eh
Strongest force on any atom   0.0545 Eh/bohr
Spin multiplicity   1
Energy relative to the best compared isomer or geometry (same formula, charge and spin)   95.0 kcal/mol
Charge   0
E_tot   -1223.0473 Eh

Geometry (Å):
O 1.44 -2.35 -1.95
H -3.89 -1.50 1.40
H 1.89 -2.12 -1.13
O -2.96 -1.21 1.43
O -4.57 0.66 0.00
H -4.86 0.27 -0.85
H 3.26 -2.58 0.25
H -0.75 -1.51 -3.51
H 0.77 0.11 -0.39
H -0.68 0.23 -0.14
O 2.40 -2.17 0.49
O -1.16 0.44 3.16
H 2.66 -1.44 0.99
O 2.07 0.43 -1.50
H -2.67 -1.23 0.50
H -2.26 -1.15 -1.94
H -1.83 1.70 -0.94
O 0.57 2.77 -1.06
H -0.29 -2.21 0.16
H 1.43 -0.14 3.02
O 4.53 -0.09 -0.18
O 1.78 0.22 2.19
H -3.62 0.61 0.02
H 0.95 -3.11 -1.64
H 4.82 0.78 0.12
H 1.20 -0.12 1.50
H -0.14 2.56 -1.61
H -0.02 -0.80 -2.46
H 3.63 0.03 -0.46
H 0.04 2.98 -0.24
O -1.95 1.43 -0.04
O -0.04 2.82 1.53
H 2.55 1.86 1.61
O -2.93 -1.43 -1.31
O 2.70 2.50 0.94
H -0.02 1.93 1.79
H 1.76 2.58 0.70
O -0.81 -2.95 -0.12
H -3.33 -2.13 -1.77
H -1.52 0.04 2.35
H 0.30 3.36 2.22
H -1.54 -2.57 -0.58
H -1.73 2.20 0.49
O -0.82 -0.70 -3.00
O 0.07 -0.28 0.13
H 2.18 0.23 -2.44
H -0.86 -0.29 3.65
H 2.25 1.35 -1.39

=====

DFT (ωB97M-V/def2-TZVPD) results for a molecular structure, H32O20SSr.

Computed properties:
E_HOMO   -0.3772 Eh
Strongest force on any atom   0.1221 Eh/bohr
Spin multiplicity   1
Charge   0
E_tot   -1952.9830 Eh

Geometry (Å):
O 3.03 -1.16 -0.20
H -1.64 0.45 -2.40
O 3.10 1.28 -1.52
H -2.28 3.70 -1.17
H 0.69 -2.29 0.41
H 2.69 -3.01 -1.88
H -0.02 -2.23 -1.29
O -2.71 0.62 2.36
O -3.00 -1.26 -1.30
O -3.82 1.43 -0.94
H 1.86 -3.41 -0.69
H -2.92 1.10 -0.67
H 0.26 -0.10 2.82
H -1.58 2.38 -1.17
H 0.95 -0.75 -2.03
H 3.22 -1.63 0.59
S -0.17 0.28 0.12
H -1.85 0.26 2.22
H 0.73 -0.31 -3.47
O -0.63 -2.94 -1.48
H 3.64 4.02 1.50
H -2.52 -0.48 -1.07
H 3.17 0.84 -2.36
O -1.34 0.70 -0.60
O -1.39 3.32 -1.23
H -2.27 -1.87 -1.24
H 2.06 -1.11 -0.41
H -1.06 -1.50 2.06
O -1.34 -2.34 2.43
H -1.87 3.22 0.91
O 1.40 -0.63 -2.84
O -1.73 0.50 -3.37
H 2.81 0.28 2.36
H -3.32 -0.01 2.06
O -2.57 3.03 1.53
O 2.07 -3.65 -1.61
H -2.72 2.09 1.67
H 3.11 2.60 1.52
Sr 1.50 3.33 -1.09
O 2.63 1.16 2.10
H 2.01 1.13 1.35
O 0.83 1.28 0.16
H -0.10 -3.58 -1.90
H 1.76 -2.64 1.53
O 0.48 -0.82 -0.55
O 3.16 3.39 0.94
O 1.19 -3.02 0.85
H -1.79 -2.14 3.23
O 0.58 -0.13 3.72
H -4.27 0.61 -1.19
H -0.15 -0.51 4.18
H -2.57 0.11 -3.49
O -0.42 -0.13 1.48
H 3.17 0.56 -0.95

=====

DFT (ωB97M-V/def2-TZVPD) results for a molecular structure, H33O16.

Computed properties:
E_HOMO   -0.4906 Eh
Strongest force on any atom   0.0389 Eh/bohr
Spin multiplicity   1
Energy relative to the best compared isomer or geometry (same formula, charge and spin)   97.0 kcal/mol
Charge   +1
E_tot   -1223.3211 Eh

Geometry (Å):
H -2.30 2.04 0.71
O -2.56 -3.15 -2.21
O -0.02 -4.41 1.70
O -2.68 -1.21 1.25
H -0.97 -4.45 1.74
H -1.42 -1.40 -0.17
H 4.14 3.60 0.28
H -2.88 -3.62 -1.42
H -0.40 3.19 -4.61
H 0.31 -0.66 4.15
H 1.15 2.21 -0.49
H 5.17 -0.64 -0.71
H -2.35 -3.55 3.66
H -0.46 -0.95 5.62
H -2.10 -4.72 2.91
H -1.68 -2.44 -1.65
H 1.54 1.66 3.37
H 0.77 0.97 2.15
H 5.52 2.87 -0.02
H -2.14 1.59 -1.16
H 1.66 -0.50 -0.37
H 3.13 3.49 -1.81
O -2.59 -3.90 2.78
H -2.78 2.59 -2.17
H -2.64 -3.64 -3.02
O 2.97 2.55 -1.95
O 0.74 -0.35 -0.22
H -0.19 -1.59 -1.08
H -2.91 -1.20 2.19
H -1.80 3.17 -5.15
O -1.32 3.21 -4.32
O 4.85 3.47 -0.35
H 0.45 -5.17 1.38
O 1.62 1.17 2.55
H 3.67 2.18 -1.42
O 0.47 2.50 0.13
O -1.13 -0.48 -2.80
O -2.40 1.48 1.49
O -2.09 1.95 -2.04
H -2.46 2.15 2.19
O 5.11 0.24 -0.34
H -1.61 0.22 -3.27
H 6.01 0.53 -0.19
H -2.87 -0.28 1.01
H -1.16 -1.27 -3.32
O 0.12 -1.21 4.90
O -1.03 -2.03 -0.80
H 0.70 3.32 0.56
H 0.83 0.46 0.30

=====

DFT (ωB97M-V/def2-TZVPD) results for a molecular structure, H33O16.

Computed properties:
E_HOMO   -0.4769 Eh
Strongest force on any atom   0.1013 Eh/bohr
Spin multiplicity   1
Energy relative to the best compared isomer or geometry (same formula, charge and spin)   146.7 kcal/mol
Charge   +1
E_tot   -1223.2420 Eh

Geometry (Å):
O -3.95 1.42 -3.54
H 0.64 1.21 4.24
H 0.59 -0.51 2.64
H 0.17 3.09 1.34
H 2.67 -3.79 -1.38
H -2.40 -1.28 0.07
H -1.10 -1.63 1.01
H -3.50 -1.23 -3.06
O -0.25 3.94 3.02
H 4.92 0.26 1.64
O -1.68 -1.90 0.24
H 3.33 -0.23 -0.93
H 4.32 3.13 0.46
O 2.73 -4.79 -1.46
O 3.64 2.73 1.01
H 3.53 3.55 1.55
H 0.86 1.47 1.10
O -5.07 -1.99 -1.20
H -1.00 4.38 2.53
O -0.06 3.56 0.54
O 4.45 -0.53 2.18
H -3.00 3.89 1.57
H 2.60 -5.40 -0.71
H -0.05 -2.54 -2.28
H 1.31 -4.12 -3.35
O -0.47 -1.49 -2.47
O -3.03 3.52 0.73
O 0.43 -3.76 -3.01
H 2.27 1.47 4.07
H -5.23 -2.66 -0.57
H 1.04 -1.68 3.29
O 1.45 0.94 3.82
H -0.02 -4.67 -3.09
H 0.01 -1.32 -3.37
O 3.07 -1.08 -0.42
H -2.01 3.69 0.44
H -2.48 -0.03 -3.06
H 5.05 -0.92 3.05
H -3.95 2.35 -3.52
H -1.54 -1.41 -2.68
H 1.56 0.77 0.10
H 3.32 -0.85 0.56
H -0.31 2.73 0.08
O -2.60 -0.94 -2.95
O 0.30 -1.45 2.72
H -5.79 -1.25 -1.06
H -4.90 1.04 -3.41
O 0.68 1.21 0.18
H -0.59 3.12 3.31

=====

Sequential gap between HOMO and LUMO output: 7.5; 10.3; 7.9; 10.7; 10.5 eV